No. 1
Molecular formula: C46H94BrF2N4O12
Method: DFT, wB97M-V/def2-TZVPD

Bonds (Å) are listed after each position.
Geometry (Å):
1 C 4.06544 2.03515 5.63434  C2 1.642, H31 1.172, H32 1.170, H33 1.182
2 C 2.63343 2.21184 6.41773  C1 1.642, O3 1.489, H34 1.185, H35 1.190
3 O 1.64028 2.89296 5.54237  C2 1.489, N4 1.360
4 N 0.97951 1.97967 4.78197  O3 1.360, N5 1.358, C24 1.489
5 N 1.49030 1.64344 3.56950  N4 1.358, C6 1.475
6 C 0.77071 0.61821 2.78980  N5 1.475, C7 1.675, C11 1.631
7 C 1.51444 0.24068 1.33764  C6 1.675, C8 1.782, H36 1.166, H37 1.165
8 C 2.61120 1.59535 0.96494  C7 1.782, C9 1.737, O10 1.564, H38 1.255
9 C 2.52924 2.13461 -0.68395  C8 1.737, O10 1.645, H39 1.174, H40 1.193
10 O 1.91565 2.94906 0.60642  C8 1.564, C9 1.645
11 C -0.60439 -0.21530 3.06516  C6 1.631, N12 1.510, C19 1.678
12 N -1.24908 -1.25591 2.18075  C11 1.510, C13 1.508, C16 1.509
13 C -1.75994 -0.70120 0.87455  N12 1.508, O14 1.342, F15 1.510
14 O -1.78285 -1.33180 -0.31010  C13 1.342
15 F -2.24742 0.72837 0.88141  C13 1.510
16 C -0.42036 -2.50711 2.02394  N12 1.509, O17 1.338, F18 1.511
17 O 0.83332 -2.69895 2.45139  C16 1.338
18 F -1.08432 -3.69851 1.37376  C16 1.511
19 C -1.24107 0.23619 4.55022  C11 1.678, C20 1.649, C24 1.630
20 C -2.64682 -0.38398 5.14819  C19 1.649, C21 1.643, H41 1.193, H42 1.169
21 C -3.89180 0.46889 4.49737  C20 1.643, C22 1.655, Br23 2.020, H43 1.194
22 C -4.81647 -0.42673 3.45741  C21 1.655, H44 1.175, H45 1.190, H46 1.189
23 Br -5.10694 1.31408 5.87248  C21 2.020
24 C -0.27574 1.33954 5.26360  N4 1.489, C19 1.630, C25 1.674
25 C -0.77730 1.84517 6.77808  C24 1.674, C26 1.665, H47 1.169, H48 1.194
26 C -1.40263 3.38410 6.66796  C25 1.665, O27 1.339, N28 1.529
27 O -1.38045 4.13607 7.77531  C26 1.339
28 N -1.99667 3.80999 5.32504  C26 1.529, C29 1.519, C30 1.534
29 C -1.09530 4.80626 4.61702  N28 1.519, H49 1.193, H50 1.179, H51 1.172
30 C -3.34827 4.49277 5.56834  N28 1.534, H52 1.181, H53 1.190, H54 1.186
31 H 4.37990 3.07273 5.18841  C1 1.172
32 H 4.93293 1.61739 6.29992  C1 1.170
33 H 3.89946 1.26553 4.75322  C1 1.182
34 H 2.70199 2.86806 7.40191  C2 1.185
35 H 2.26581 1.13921 6.77822  C2 1.190
36 H 2.18292 -0.71303 1.39825  C7 1.166
37 H 0.79658 0.30313 0.42163  C7 1.165
38 H 3.73522 1.60167 1.52231  C8 1.255
39 H 3.11507 3.09981 -1.00682  C9 1.174
40 H 1.48208 1.97957 -1.23484  C9 1.193
41 H -2.73591 -1.48863 4.70707  C20 1.193
42 H -2.67720 -0.49646 6.31161  C20 1.169
43 H -3.41079 1.33082 3.82558  C21 1.194
44 H -5.12777 -1.47464 3.88835  C22 1.175
45 H -4.23726 -0.61463 2.43525  C22 1.190
46 H -5.80172 0.19167 3.21036  C22 1.189
47 H -1.62935 1.17997 7.22361  C25 1.169
48 H 0.12083 1.78959 7.56238  C25 1.194
49 H -1.69335 5.38446 3.76170  C29 1.193
50 H -0.17100 4.30365 4.08509  C29 1.179
51 H -0.75102 5.59330 5.41444  C29 1.172
52 H -3.75168 4.18144 6.63368  C30 1.181
53 H -3.17610 5.66577 5.46618  C30 1.190
54 H -4.11074 4.07417 4.76235  C30 1.186
55 C 5.93550 -6.79403 2.65392  C56 1.519, H60 1.094, H61 1.094, H62 1.094
56 C 5.03795 -6.33403 3.78945  C55 1.519, O57 1.425, H63 1.095, H64 1.094
57 O 4.86650 -4.92014 3.83674  C56 1.425, C58 1.425
58 C 4.24905 -4.31553 2.70359  O57 1.425, C59 1.519, H65 1.094, H66 1.095
59 C 2.83071 -4.80167 2.45999  C58 1.519, H67 1.095, H68 1.094, H69 1.094
60 H 6.88373 -6.24771 2.66283  C55 1.094
61 H 6.14203 -7.86524 2.73923  C55 1.094
62 H 5.46739 -6.62016 1.68043  C55 1.094
63 H 5.50104 -6.62116 4.73872  C56 1.095
64 H 4.06570 -6.83515 3.75434  C56 1.094
65 H 4.87157 -4.44821 1.81356  C58 1.094
66 H 4.21894 -3.23939 2.90467  C58 1.095
67 H 2.81706 -5.85226 2.15194  C59 1.095
68 H 2.35590 -4.21532 1.66825  C59 1.094
69 H 2.23112 -4.72056 3.37152  C59 1.094
70 C 3.20143 -2.00460 -4.69300  C71 1.519, H75 1.094, H76 1.094, H77 1.094
71 C 4.09990 -1.05472 -3.92029  C70 1.519, O72 1.425, H78 1.095, H79 1.094
72 O 3.60395 -0.73820 -2.62237  C71 1.425, C73 1.425
73 C 3.46436 -1.82538 -1.71168  O72 1.425, C74 1.519, H80 1.094, H81 1.095
74 C 4.77922 -2.51554 -1.39204  C73 1.519, H82 1.095, H83 1.094, H84 1.094
75 H 2.16996 -1.63910 -4.70606  C70 1.094
76 H 3.55349 -2.11117 -5.72359  C70 1.094
77 H 3.18962 -2.99998 -4.23900  C70 1.094
78 H 4.16024 -0.10861 -4.46733  C71 1.095
79 H 5.12176 -1.44083 -3.85441  C71 1.094
80 H 2.72172 -2.53934 -2.08054  C73 1.094
81 H 3.05794 -1.40390 -0.78614  C73 1.095
82 H 5.17503 -3.04306 -2.26605  C74 1.095
83 H 4.64180 -3.24948 -0.59295  C74 1.094
84 H 5.53377 -1.78710 -1.08059  C74 1.094
85 C -1.84827 0.38897 -3.58361  C86 1.519, H90 1.094, H91 1.094, H92 1.094
86 C -1.47388 1.64187 -4.35607  C85 1.519, O87 1.425, H93 1.095, H94 1.094
87 O -0.23782 1.52597 -5.05568  C86 1.425, C88 1.425
88 C -0.16875 0.52110 -6.06379  O87 1.425, C89 1.519, H95 1.094, H96 1.095
89 C -1.15825 0.73542 -7.19618  C88 1.519, H97 1.095, H98 1.094, H99 1.094
90 H -1.02192 0.06663 -2.94256  C85 1.094
91 H -2.72974 0.57195 -2.96157  C85 1.094
92 H -2.08122 -0.44038 -4.25811  C85 1.094
93 H -1.35123 2.46599 -3.64629  C86 1.095
94 H -2.27364 1.93899 -5.04143  C86 1.094
95 H -0.28324 -0.47275 -5.62055  C88 1.094
96 H 0.84559 0.56366 -6.47455  C88 1.095
97 H -2.18968 0.59875 -6.85516  C89 1.095
98 H -0.97613 0.02089 -8.00387  C89 1.094
99 H -1.07762 1.75122 -7.59447  C89 1.094
100 C 8.47984 1.47882 2.26018  C101 1.519, H105 1.094, H106 1.094, H107 1.094
101 C 7.40290 1.94936 1.29820  C100 1.519, O102 1.425, H108 1.095, H109 1.094
102 O 6.58047 2.98313 1.83268  C101 1.425, C103 1.425
103 C 7.23259 4.20392 2.17212  O102 1.425, C104 1.519, H110 1.094, H111 1.095
104 C 7.87871 4.89236 0.98219  C103 1.519, H112 1.095, H113 1.094, H114 1.094
105 H 8.04714 1.22241 3.23215  C100 1.094
106 H 8.99516 0.60116 1.85822  C100 1.094
107 H 9.22921 2.25742 2.43131  C100 1.094
108 H 6.73830 1.10767 1.07938  C101 1.095
109 H 7.83409 2.26108 0.34189  C101 1.094
110 H 7.95681 4.03920 2.97567  C103 1.094
111 H 6.46024 4.86466 2.57994  C103 1.095
112 H 8.72882 4.31647 0.60207  C104 1.095
113 H 8.24631 5.88247 1.26615  C104 1.094
114 H 7.16360 4.99997 0.16122  C104 1.094
115 C -6.66543 -0.60012 -5.99558  C116 1.519, H120 1.094, H121 1.094, H122 1.094
116 C -5.31461 0.07937 -5.85348  C115 1.519, O117 1.425, H123 1.095, H124 1.094
117 O -5.05117 1.03284 -6.87926  C116 1.425, C118 1.425
118 C -5.93874 2.14499 -6.95778  O117 1.425, C119 1.519, H125 1.094, H126 1.095
119 C -5.93282 3.00928 -5.70866  C118 1.519, H127 1.095, H128 1.094, H129 1.094
120 H -6.79016 -1.00931 -7.00290  C115 1.094
121 H -6.76415 -1.41146 -5.26798  C115 1.094
122 H -7.48552 0.10372 -5.82499  C115 1.094
123 H -4.53139 -0.68136 -5.93003  C116 1.095
124 H -5.20433 0.54017 -4.86700  C116 1.094
125 H -6.95101 1.80896 -7.20213  C118 1.094
126 H -5.59990 2.75257 -7.80363  C118 1.095
127 H -6.36261 2.47694 -4.85384  C119 1.095
128 H -6.52270 3.91631 -5.86811  C119 1.094
129 H -4.91125 3.29194 -5.43760  C119 1.094
130 C 1.03121 -1.78545 -12.86947  C131 1.519, H135 1.094, H136 1.094, H137 1.094
131 C 0.27834 -1.46610 -11.58970  C130 1.519, O132 1.425, H138 1.095, H139 1.094
132 O 1.09936 -1.50851 -10.42571  C131 1.425, C133 1.425
133 C 2.18106 -0.58211 -10.37561  O132 1.425, C134 1.519, H140 1.094, H141 1.095
134 C 1.73242 0.86895 -10.39778  C133 1.519, H142 1.095, H143 1.094, H144 1.094
135 H 1.58520 -2.72402 -12.77012  C130 1.094
136 H 0.33686 -1.87030 -13.71096  C130 1.094
137 H 1.75592 -1.00235 -13.11151  C130 1.094
138 H -0.50126 -2.22076 -11.44572  C131 1.095
139 H -0.23308 -0.50120 -11.66074  C131 1.094
140 H 2.89704 -0.78760 -11.17714  C133 1.094
141 H 2.70648 -0.77012 -9.43327  C133 1.095
142 H 1.29246 1.13519 -11.36441  C134 1.095
143 H 2.58212 1.53492 -10.22285  C134 1.094
144 H 0.97308 1.05176 -9.63165  C134 1.094
145 C -9.24923 -3.82854 7.27426  C146 1.519, H150 1.094, H151 1.094, H152 1.094
146 C -7.89841 -3.14905 7.41636  C145 1.519, O147 1.425, H153 1.095, H154 1.094
147 O -7.63497 -2.19558 6.39058  C146 1.425, C148 1.425
148 C -8.52254 -1.08343 6.31206  O147 1.425, C149 1.519, H155 1.094, H156 1.095
149 C -8.51662 -0.21914 7.56118  C148 1.519, H157 1.095, H158 1.094, H159 1.094
150 H -9.37396 -4.23773 6.26693  C145 1.094
151 H -9.34795 -4.63988 8.00186  C145 1.094
152 H -10.06931 -3.12470 7.44485  C145 1.094
153 H -7.11519 -3.90978 7.33981  C146 1.095
154 H -7.78813 -2.68825 8.40284  C146 1.094
155 H -9.53481 -1.41946 6.06771  C148 1.094
156 H -8.18369 -0.47585 5.46621  C148 1.095
157 H -8.94641 -0.75148 8.41600  C149 1.095
158 H -9.10650 0.68789 7.40172  C149 1.094
159 H -7.49505 0.06352 7.83224  C149 1.094

Properties
Calculated total energy, Eh: -5703.630682
Orbital gap, Ha: 0.1908
Net charge: +1
HOMO level, eV: -10.68

No. 2
Molecular formula: C16H16N4O3
Method: DFT, wB97M-V/def2-TZVPD

Bonds (Å) are listed after each position.
Geometry (Å):
1 O -3.29049 -2.29611 -1.33920  C2 1.210
2 C -2.79624 -2.22607 -0.23704  O1 1.210, C3 1.536, N16 1.347
3 C -1.64832 -3.14330 0.21103  C2 1.536, C4 1.516, H24 1.088, H25 1.090
4 C -0.46478 -2.24947 0.52708  C3 1.516, O5 1.218, N6 1.355
5 O -0.47024 -1.51262 1.49695  C4 1.218
6 N 0.53756 -2.32445 -0.38223  C4 1.355, N7 1.364, H26 1.012
7 N 1.71634 -1.64204 -0.45757  N6 1.364, C8 1.282
8 C 2.02197 -0.67174 0.32185  N7 1.282, C9 1.444, H27 1.086
9 C 3.28992 0.00780 0.20214  C8 1.444, C10 1.400, C14 1.411
10 C 3.55899 1.07906 1.06202  C9 1.400, C11 1.377, H28 1.080
11 C 4.75504 1.75811 1.00295  C10 1.377, C12 1.390, H29 1.079
12 C 5.71744 1.37526 0.07596  C11 1.390, C13 1.379, H30 1.080
13 C 5.47821 0.32481 -0.78433  C12 1.379, C14 1.395, H31 1.079
14 C 4.26960 -0.36968 -0.73990  C9 1.411, C13 1.395, O15 1.341
15 O 4.08627 -1.38184 -1.60056  C14 1.341, H32 0.981
16 N -3.18624 -1.37419 0.73116  C2 1.347, C17 1.443, H33 1.012
17 C -4.11281 -0.30103 0.46078  N16 1.443, C18 1.510, H34 1.094, H35 1.096
18 C -3.45218 0.99807 0.06562  C17 1.510, C19 1.391, C23 1.392
19 C -4.17636 1.96065 -0.63007  C18 1.391, C20 1.384, H36 1.081
20 C -3.56396 3.15156 -0.97791  C19 1.384, C21 1.387, H37 1.079
21 C -2.23697 3.33614 -0.61842  C20 1.387, N22 1.320, H38 1.082
22 N -1.53747 2.43066 0.04065  C21 1.320, C23 1.321
23 C -2.12841 1.29678 0.37432  C18 1.392, N22 1.321, H39 1.082
24 H -1.44215 -3.86460 -0.57724  C3 1.088
25 H -1.95019 -3.66108 1.12199  C3 1.090
26 H 0.44313 -2.97439 -1.15203  N6 1.012
27 H 1.36339 -0.31234 1.10686  C8 1.086
28 H 2.80398 1.36929 1.77795  C10 1.080
29 H 4.94501 2.58238 1.67283  C11 1.079
30 H 6.65847 1.90227 0.02647  C12 1.080
31 H 6.21354 0.01606 -1.51062  C13 1.079
32 H 3.19323 -1.75524 -1.44261  O15 0.981
33 H -2.58979 -1.28515 1.54427  N16 1.012
34 H -4.75969 -0.63735 -0.35513  C17 1.094
35 H -4.72938 -0.13896 1.35252  C17 1.096
36 H -5.20712 1.77242 -0.89634  C19 1.081
37 H -4.10100 3.91504 -1.51911  C20 1.079
38 H -1.70740 4.24598 -0.86815  C21 1.082
39 H -1.50089 0.59933 0.91303  C23 1.082

Properties
Calculated total energy, Eh: -1064.069796
SMILES string: O=C(CC(=O)N/N=C/c1ccccc1O)NCc1cccnc1
Orbital gap, Ha: 0.3175
Relative energy (zero: lowest compared OMol25 entry of this formula, charge and spin), kcal per mole: 21.6
Net charge: 0
HOMO level, eV: -8.45

No. 3
Molecular formula: C5H17N2
Method: DFT, wB97M-V/def2-TZVPD

Bonds (Å) are listed after each position.
Geometry (Å):
1 C 2.67173 0.84514 1.10004  C2 1.528, H4 1.162, H5 1.075, H6 1.064
2 C 1.45841 0.16315 1.73094  C1 1.528, N3 1.508, H7 1.125, H8 1.141
3 N 0.20249 0.92152 1.38225  C2 1.508, H9 1.013, H10 1.028, H11 1.173
4 H 3.60416 0.18443 1.31141  C1 1.162
5 H 2.54007 0.83860 0.03306  C1 1.075
6 H 2.84349 1.83159 1.46112  C1 1.064
7 H 1.33040 -0.87341 1.31174  C2 1.125
8 H 1.55558 0.04361 2.86162  C2 1.141
9 H 0.18098 1.78827 1.90653  N3 1.013
10 H -0.61394 0.36407 1.66536  N3 1.028
11 H 0.18783 1.08791 0.22109  N3 1.173
12 C -1.20239 0.34900 -1.40681  C13 1.548, N15 1.482, H16 1.071, H17 1.104
13 C -1.04954 -1.12520 -0.95908  C12 1.548, C14 1.520, H18 1.139, H19 1.116
14 C -2.36972 -1.85167 -0.76210  C13 1.520, H20 1.103, H21 1.109, H22 1.154
15 N 0.09189 1.05571 -1.25499  C12 1.482, H23 1.006, H24 1.035
16 H -1.98792 0.86088 -0.88991  C12 1.071
17 H -1.44346 0.28727 -2.48223  C12 1.104
18 H -0.36106 -1.30187 -0.06912  C13 1.139
19 H -0.52777 -1.74643 -1.72614  C13 1.116
20 H -2.91233 -1.96828 -1.71514  C14 1.103
21 H -2.99419 -1.41101 0.04111  C14 1.109
22 H -2.13581 -2.91521 -0.37975  C14 1.154
23 H 0.05473 1.98461 -1.63920  N15 1.006
24 H 0.87638 0.58732 -1.74181  N15 1.035

Properties
Calculated total energy, Eh: -309.438942
Orbital gap (alpha / beta), Ha: 0.4680 / 0.1984
Relative energy (zero: lowest compared OMol25 entry of this formula, charge and spin), kcal per mole: 22.6
Net charge: +2
<S²>: 0.755
2S+1: 2
HOMO level (alpha / beta), eV: -19.86 / -19.74

No. 4
Molecular formula: C5H15NO2
Method: DFT, wB97M-V/def2-TZVPD

Bonds (Å) are listed after each position.
Geometry (Å):
1 N -1.64798 2.77303 -0.35859  C2 1.482, H8 0.992, H9 1.000
2 C -2.18181 1.44899 0.03995  N1 1.482, C3 1.539, H10 1.093, H11 1.088
3 C -1.09160 0.52358 0.60840  C2 1.539, C4 1.539, H12 1.090, H13 1.095
4 C -0.20380 -0.01189 -0.52832  C3 1.539, C5 1.520, H14 1.089, H15 1.102
5 C -0.23536 -1.52376 -0.68534  C4 1.520, C6 1.578, H16 1.088, H17 1.087
6 C 1.11840 -2.30952 -0.88300  C5 1.578, O7 1.401, H18 1.088, H19 1.093
7 O 2.23905 -1.62455 -0.39444  C6 1.401, H20 0.952
8 H -0.85742 2.72814 -0.95567  N1 0.992
9 H -1.40601 3.27194 0.47318  N1 1.000
10 H -3.02047 1.64046 0.71349  C2 1.093
11 H -2.67191 1.09341 -0.86450  C2 1.088
12 H -0.49893 1.10188 1.31672  C3 1.090
13 H -1.56017 -0.21958 1.26229  C3 1.095
14 H -0.34783 0.49039 -1.48333  C4 1.089
15 H 0.80866 0.36622 -0.31528  C4 1.102
16 H -0.68824 -2.01205 0.17559  C5 1.088
17 H -0.89733 -1.74241 -1.51973  C5 1.087
18 H 1.01645 -3.16585 -0.21927  C6 1.088
19 H 1.18147 -2.70721 -1.89884  C6 1.093
20 H 2.41921 -0.79892 -0.83384  O7 0.952
21 O 2.91785 0.60967 2.06105  H22 0.963, H23 0.952
22 H 2.46727 0.18692 2.79929  O21 0.963
23 H 3.14048 -0.11890 1.49019  O21 0.952

Properties
Calculated total energy, Eh: -404.699353
SMILES string: NCCCCCO.O
Orbital gap, Ha: 0.3611
Relative energy (zero: lowest compared OMol25 entry of this formula, charge and spin), kcal per mole: 35.0
Net charge: 0
HOMO level, eV: -9.10

- Which of these has the lowest calculated total energy?
  C46H94BrF2N4O12